This record from the OMol25 dataset describes the molecule C4H9NO2. The level of theory is ωB97M-V with the def2-TZVPD basis set.

Positions of all 16 atoms, in Å:
C (0.29424, -2.16156, 0.57277)
O (-0.43646, -1.13736, -0.06453)
C (-0.90408, 0.07774, 0.50437)
C (-0.09482, 1.10654, -0.25469)
C (-0.47380, 1.34931, -1.68590)
N (1.04167, 1.51131, 0.15755)
O (1.29512, 1.02891, 1.45135)
H (0.91750, -2.59736, -0.21767)
H (0.96158, -1.86276, 1.39129)
H (-0.38307, -2.94895, 0.92733)
H (-0.79475, 0.19665, 1.58752)
H (-1.97209, 0.17754, 0.26068)
H (-1.49458, 1.73220, -1.79774)
H (-0.43431, 0.37430, -2.18791)
H (0.22873, 2.02548, -2.17742)
H (2.24912, 1.12802, 1.53300)

Atoms 1-2, force components in eV/Å:
C 0.06 -0.22 0.09
O -0.39 -0.21 -0.32

Summary:
Largest force on an atom = 0.558 eV/Å
Kohn-Sham gap = 10.343 eV
E_tot = -362.9510 Ha
SMILES = COC/C(C)=N\O
Relative energy (zero: lowest compared OMol25 entry of this formula, charge and spin) = 353.1 kJ/mol

***

This record from the OMol25 dataset describes a 10-piece molecular cluster, C37H101N7O13 overall at a distorted geometry. The level of theory is ωB97M-V with the def2-TZVPD basis set.

Positions of all 158 atoms, in Å:
C (2.81599, -5.85025, 1.48328)
O (2.60998, -5.06949, 0.28043)
H (2.70131, -6.89633, 1.19929)
H (3.85856, -5.75127, 1.78552)
H (2.07559, -5.45612, 2.17940)
H (1.98515, -5.45180, -0.34006)
C (-2.72437, -0.62393, 5.10442)
O (-1.47992, 0.07127, 5.11595)
H (-2.96460, -0.79476, 4.05504)
H (-2.66825, -1.65263, 5.46040)
H (-3.47988, 0.02692, 5.54453)
H (-1.25234, 0.31198, 4.21490)
C (1.57867, 4.90044, 0.04231)
O (0.49228, 4.06183, 0.37296)
H (1.48820, 5.86954, -0.44836)
H (2.07039, 5.20085, 0.96754)
H (2.42425, 4.41081, -0.44075)
H (0.04226, 4.38582, 1.15662)
C (-6.09384, -2.10663, -3.26746)
O (-4.98385, -1.22506, -3.20353)
C (-5.26362, 0.10539, -2.64385)
C (-4.04901, 0.94237, -2.94907)
N (-3.87001, 1.25885, -4.39108)
C (-2.76663, 2.30330, -4.42607)
C (-2.34999, 2.41437, -5.99265)
O (-2.53934, 1.20744, -6.61506)
C (-2.44432, 1.19285, -8.03995)
H (-6.93721, -1.66608, -3.79918)
H (-6.51063, -2.33817, -2.28727)
H (-5.83607, -3.05833, -3.73213)
H (-5.49339, 0.04436, -1.58010)
H (-6.15760, 0.48884, -3.13566)
H (-3.17942, 0.34747, -2.66977)
H (-4.04516, 1.79201, -2.26628)
H (-3.52167, 0.41023, -4.81369)
H (-1.83957, 2.14206, -3.87593)
H (-3.06706, 3.33998, -4.27394)
H (-1.33833, 2.81798, -6.03422)
H (-3.03222, 3.12003, -6.46669)
H (-2.83051, 0.23626, -8.39193)
H (-1.39479, 1.37314, -8.27248)
H (-2.93330, 2.08240, -8.43706)
C (-2.79090, -3.34047, 0.04268)
O (-2.27819, -4.61980, 0.42004)
C (-0.83863, -4.73053, 0.71328)
C (-0.51799, -6.24318, 0.77833)
N (-0.97026, -6.90591, 2.00191)
C (-0.17297, -6.68518, 3.20959)
C (-0.58377, -7.72192, 4.33386)
O (-1.66366, -7.22991, 5.10118)
C (-1.89985, -7.98312, 6.26566)
H (-3.43709, -3.09263, 0.88478)
H (-3.47482, -3.48910, -0.79294)
H (-2.01631, -2.63373, -0.25502)
H (-0.38773, -4.16785, 1.53070)
H (-0.21974, -4.36598, -0.10658)
H (0.53710, -6.43828, 0.58647)
H (-1.04331, -6.70353, -0.05845)
H (-1.92889, -6.75527, 2.28199)
H (-0.28175, -5.66292, 3.57185)
H (0.88684, -6.91988, 3.11051)
H (0.27201, -7.90099, 4.98476)
H (-1.00090, -8.66995, 3.99421)
H (-2.89030, -7.71937, 6.63654)
H (-1.17884, -7.83497, 7.06959)
H (-1.86665, -9.06355, 6.12537)
C (-2.56831, 9.90293, 6.68856)
O (-2.29581, 9.48778, 5.29568)
C (-2.48980, 8.10338, 5.00929)
C (-2.52064, 8.06442, 3.45677)
N (-3.26921, 6.82739, 3.13305)
C (-3.53480, 6.77298, 1.64178)
C (-3.81364, 5.41101, 1.16326)
O (-4.12397, 5.33350, -0.27396)
C (-2.96589, 5.39334, -0.96336)
H (-3.63127, 10.09827, 6.83015)
H (-1.85669, 10.69611, 6.91783)
H (-2.39252, 9.01999, 7.30307)
H (-3.37491, 7.70466, 5.50494)
H (-1.60693, 7.59681, 5.39922)
H (-1.55596, 8.00328, 2.95300)
H (-3.07946, 8.93688, 3.11820)
H (-4.16702, 7.01597, 3.55552)
H (-2.58711, 6.99394, 1.15070)
H (-4.25122, 7.53269, 1.32920)
H (-4.54385, 4.90769, 1.79693)
H (-2.92277, 4.90328, 1.53296)
H (-3.15351, 5.43643, -2.03623)
H (-2.60800, 4.39074, -0.72926)
H (-2.25584, 6.20826, -0.82248)
C (0.77193, 3.43900, -3.63054)
C (1.21418, 2.06727, -3.28974)
C (2.55647, 2.11437, -2.52620)
O (2.97703, 0.74678, -2.12010)
C (3.46931, -0.04906, -3.20720)
N (0.18098, 1.37558, -2.55222)
H (-0.07878, 3.34110, -4.30493)
H (1.66647, 3.85557, -4.09355)
H (0.51155, 4.00066, -2.73341)
H (1.23788, 1.39699, -4.14896)
H (2.49666, 2.65718, -1.58286)
H (3.39097, 2.53320, -3.08860)
H (4.33820, 0.26918, -3.78329)
H (2.64519, -0.25253, -3.89096)
H (3.57163, -1.08637, -2.88843)
H (-0.00044, 1.76138, -1.63660)
H (0.53928, 0.44994, -2.36541)
C (-2.07487, 1.01746, 1.00774)
C (-0.98402, 0.16763, 1.54063)
C (-0.02425, -0.20548, 0.40818)
O (0.82363, -1.19335, 0.91104)
C (1.67120, -1.73592, -0.08563)
N (-0.36482, 0.88970, 2.66021)
H (-1.74363, 1.98095, 0.62034)
H (-2.85053, 1.16750, 1.75869)
H (-2.62795, 0.60745, 0.16268)
H (-1.30939, -0.80028, 1.92192)
H (0.58501, 0.67488, 0.20351)
H (-0.47510, -0.64271, -0.48271)
H (2.44001, -2.42623, 0.26154)
H (2.20863, -0.85227, -0.42977)
H (1.12814, -2.28586, -0.85423)
H (0.12729, 1.67159, 2.25208)
H (0.41684, 0.27759, 2.84578)
C (5.45016, 3.65092, 0.55278)
C (5.69776, 2.65082, 1.59643)
C (4.38130, 1.93558, 2.13110)
O (4.48527, 1.51766, 3.47936)
C (3.21533, 1.07304, 4.01891)
N (6.63294, 1.71248, 1.05841)
H (6.45039, 4.01721, 0.32153)
H (4.92695, 4.51989, 0.95182)
H (4.76344, 3.21196, -0.17098)
H (6.13827, 3.09322, 2.48993)
H (4.02312, 1.14925, 1.46664)
H (3.58304, 2.67639, 2.17687)
H (2.73536, 0.54769, 3.19323)
H (2.62807, 1.92913, 4.35105)
H (3.34670, 0.37531, 4.84597)
H (7.23604, 2.19626, 0.40854)
H (6.20881, 0.96400, 0.52927)
C (5.24503, -5.98490, -1.46343)
C (5.03686, -5.17881, -2.79726)
C (4.63131, -5.95171, -3.96053)
O (3.46856, -6.67985, -3.67931)
C (3.09747, -7.44381, -4.77583)
N (3.93786, -4.20525, -2.53876)
H (6.05437, -6.71114, -1.53850)
H (4.30420, -6.51650, -1.32080)
H (5.43467, -5.33338, -0.61040)
H (5.91884, -4.55780, -2.95402)
H (5.47689, -6.49078, -4.38770)
H (4.37862, -5.21422, -4.72235)
H (2.80662, -6.76483, -5.57739)
H (2.22127, -8.06149, -4.57874)
H (3.93923, -8.06411, -5.08368)
H (4.41039, -3.38510, -2.18639)
H (3.52017, -4.39169, -1.63827)

Atoms 1-2, force components in eV/Å:
C -0.29 0.31 -1.83
O 0.47 0.50 0.30

Summary:
Expectation value of S² = 0.754
Largest force on an atom = 4.458 eV/Å
Kohn-Sham gap (alpha / beta) = 7.671 / 2.356 eV
Charge = +1
2S+1 = 2
E_tot = -2830.9568 Ha

***

This record from the OMol25 dataset describes the molecule C8H14N3O4P at a distorted geometry. The level of theory is ωB97M-V with the def2-TZVPD basis set.

Positions of all 30 atoms, in Å:
O (-1.20509, 3.18657, 2.65586)
P (-0.63244, 1.83571, 2.53541)
O (0.53285, 2.03187, 3.55305)
O (-1.76814, 0.78145, 2.98164)
C (-0.01343, 1.38323, 0.85715)
C (-0.80889, 2.07431, -0.28140)
C (-0.17815, 1.75985, -1.65729)
C (-0.14924, 0.26705, -1.90203)
C (0.58789, -0.54170, -0.80096)
O (1.96050, -0.13375, -0.83247)
C (0.51077, -2.06958, -0.98189)
N (1.61776, -2.88483, -0.92309)
C (1.13573, -4.10762, -1.07025)
N (-0.21892, -4.00380, -1.23864)
N (-0.63227, -2.72515, -1.10630)
C (0.03468, -0.15584, 0.62090)
H (0.67216, 2.96630, 3.40703)
H (-2.19999, 1.31941, 3.63231)
H (0.99699, 1.71176, 0.81758)
H (-0.85837, 3.13299, -0.08245)
H (-1.84616, 1.72077, -0.29305)
H (0.83392, 2.18365, -1.65360)
H (-0.77972, 2.24226, -2.45316)
H (0.39158, 0.10136, -2.82909)
H (-1.11830, -0.18440, -2.04450)
H (2.55597, -0.88038, -0.59174)
H (1.75577, -4.99755, -1.01610)
H (-0.84650, -4.79911, -1.38944)
H (0.63161, -0.63226, 1.37946)
H (-0.96256, -0.58259, 0.70710)

Atoms 1-2, force components in eV/Å:
O -1.31 1.10 -1.28
P -1.80 1.37 -1.73

Summary:
Largest force on an atom = 3.528 eV/Å
Kohn-Sham gap = 10.435 eV
E_tot = -1119.9174 Ha
SMILES = O=P(O)(O)[C@@H]1CCC[C@](O)(c2nc[nH]n2)C1